Density functional theory data (ωB97M-V/def2-TZVPD) for 3 unconnected molecules or ions with the total composition C21H49ClO10P2Si in a non-equilibrium geometry.

Last column: Löwdin charge in e.
Geometry (Å):
1 Cl 2.6162 -2.0359 8.9929  0.495
2 P 3.9350 2.4887 -3.8645  0.751
3 P -3.4520 1.1879 -5.1503  0.756
4 Si 1.2883 -1.9349 4.4788  0.644
5 O 2.3858 2.6823 -3.3377  -0.255
6 O 4.3789 1.0499 -3.5792  -0.265
7 O 0.4090 -2.9230 7.5807  -0.093
8 O -2.4216 1.5236 -4.0667  -0.265
9 O 3.4114 2.0155 -5.4440  -0.297
10 O -4.7246 1.7237 -4.1081  -0.296
11 O -2.1793 0.6521 -6.1924  -0.261
12 O -1.5972 -3.4739 1.7010  -0.159
13 O 4.4586 2.9619 -2.2850  -0.263
14 O -3.6262 2.4924 -6.1417  -0.253
15 C 2.5682 -2.2474 1.7695  -0.266
16 C 0.9161 -3.8230 4.4822  -0.276
17 C 1.2621 2.4565 -4.1591  -0.123
18 C 1.4935 -2.1498 7.4778  -0.615
19 C -1.4446 0.5387 2.5561  -0.239
20 C -5.1329 0.7413 -3.1734  -0.144
21 C -0.6970 -4.0269 4.0994  -0.217
22 C 1.9370 -1.2467 6.1840  -0.255
23 C 0.0039 -0.7027 0.6611  -0.209
24 C 4.4630 1.9697 -6.3913  -0.149
25 C 2.5588 -1.3549 3.1466  -0.298
26 C -2.0671 -0.7552 -6.2464  -0.167
27 C -2.8083 1.4618 2.7300  -0.220
28 C -3.5849 1.2083 4.1819  -0.244
29 C -0.7107 0.7540 1.0704  -0.178
30 C 5.7023 3.6322 -2.2947  -0.170
31 C -0.9457 -4.5089 2.5527  -0.236
32 C 2.6911 -1.3886 0.3924  -0.221
33 C 1.4315 -0.4814 -0.0526  -0.213
34 C -2.7029 0.2567 5.2192  -0.170
35 C -4.5850 3.5024 -5.9197  -0.130
36 H 1.5468 -2.8542 1.7295  0.078
37 H 3.1028 -1.1029 6.1875  0.088
38 H -0.7422 -1.1749 -0.1416  0.121
39 H -0.6912 0.8935 3.3854  0.094
40 H 1.2716 3.1387 -5.0141  0.088
41 H -5.5950 3.0840 -5.9567  0.086
42 H -2.5810 -0.8553 4.8066  0.064
43 H -2.9938 -1.1836 -6.6395  0.077
44 H -1.2424 -1.0195 -6.9129  0.090
45 H 0.0568 -4.9129 2.0536  0.125
46 H 6.4748 2.9860 -2.7166  0.080
47 H 5.2011 1.2160 -6.1053  0.080
48 H -5.4670 -0.1551 -3.7022  0.078
49 H -1.1017 -4.9028 4.7959  0.118
50 H -4.4987 4.2430 -6.7194  0.091
51 H -0.0077 -1.2562 4.2498  -0.010
52 H -0.0368 -1.3447 1.6301  0.063
53 H 3.6210 -0.6529 0.5335  0.122
54 H -4.3092 0.4899 -2.5004  0.079
55 H -3.2904 0.1588 6.2449  0.080
56 H 3.6496 -1.4643 3.6173  0.091
57 H 5.9725 3.8922 -1.2683  0.088
58 H 0.3604 2.6617 -3.5757  0.088
59 H -3.5801 1.0667 1.9111  0.108
60 H -3.7955 2.2213 4.7622  0.104
61 H 5.6212 4.5500 -2.8848  0.076
62 H -1.8659 -1.1552 -5.2504  0.081
63 H -1.3199 -3.0658 4.3475  0.085
64 H 1.7385 0.6672 0.0485  0.113
65 H 4.9411 2.9503 -6.4598  0.077
66 H -1.7898 -0.5918 2.7145  0.106
67 H -2.6400 2.6030 2.5183  0.107
68 H 1.4394 -0.1902 6.3072  0.103
69 H -4.5906 0.6176 3.9694  0.105
70 H 0.1042 1.6087 1.2007  0.111
71 H 1.5252 -4.3335 3.6235  0.069
72 H 3.4102 -3.0851 1.8836  0.125
73 H -1.5948 0.6663 5.3684  0.071
74 H 4.0463 1.7071 -7.3666  0.089
75 H 3.0088 -2.1053 -0.4961  0.115
76 H 1.2241 1.4152 -4.4908  0.094
77 H -0.9996 -3.3083 0.9039  0.082
78 H 2.3668 -0.2135 2.9353  0.094
79 H -5.9635 1.1391 -2.5856  0.091
80 H -1.4999 1.1020 0.2645  0.111
81 H -4.4061 4.0073 -4.9664  0.094
82 H 1.1326 -4.3486 5.5144  0.084
83 H 1.2762 -0.6402 -1.2274  0.123
84 H -1.7195 -5.4149 2.6038  0.124

Atomic forces in eV per Å
-1.2 -0.1 -1.9
-4.4 -8.4 4.1
5.8 8.1 2.6
0.4 -0.4 0.0
1.4 1.2 -0.4
1.4 1.1 -0.8
7.3 5.3 -0.8
-0.7 -1.8 0.1
1.0 3.5 0.0
-1.2 -2.5 -2.4
-3.1 -1.3 -0.7
2.3 -0.9 -0.4
-0.1 2.6 -2.2
-0.5 -1.7 -0.2
-0.9 -0.7 0.1
-0.8 -1.0 -0.4
-0.8 0.0 -0.4
-5.3 -3.2 0.0
-0.7 1.0 -0.3
-0.2 -0.3 0.6
0.1 -0.9 0.4
0.4 0.1 1.7
-1.3 1.0 -0.6
0.4 -0.2 -0.4
1.5 0.2 -0.4
0.2 -0.6 -0.2
-0.8 -0.9 -0.4
0.6 -0.6 0.5
-0.1 -0.4 1.0
0.4 0.3 0.2
-0.5 -1.0 0.2
1.7 0.0 0.1
0.0 0.8 -1.0
-0.1 -0.5 -0.1
-0.5 0.5 0.0
2.0 1.1 0.0
-2.3 -0.3 0.2
1.6 0.7 1.9
-1.4 -1.1 -1.6
-0.1 -0.3 0.0
0.1 0.2 0.2
-0.3 2.5 0.8
0.2 -0.3 -0.1
-0.1 0.1 0.1
-2.1 0.9 1.1
0.2 0.0 0.0
0.0 0.0 0.0
-0.2 0.0 0.3
0.8 1.9 -1.5
0.2 -0.3 0.0
0.1 0.0 0.0
0.5 1.1 -1.9
-1.9 -1.6 -0.3
0.0 0.0 0.0
1.4 0.4 -2.1
-2.2 0.5 -1.0
-0.1 -0.1 -0.1
0.3 0.0 0.1
1.7 1.0 1.5
0.3 -2.1 -1.4
0.3 0.1 0.2
0.1 -0.1 0.0
1.1 -1.9 -0.6
-0.7 -2.5 -0.1
0.1 -0.1 -0.3
1.0 2.5 -0.4
-0.1 -2.2 0.5
1.0 -2.0 0.1
2.0 1.5 0.5
-1.7 -1.8 -0.4
-0.9 0.8 1.7
-1.7 2.0 -0.5
-2.6 -0.8 -0.1
-0.1 0.1 0.2
-0.8 1.4 1.9
0.0 0.2 -0.1
-1.2 -0.3 1.7
0.5 -2.1 0.3
0.1 0.0 -0.2
1.7 -0.8 1.6
-0.1 -0.1 0.0
-0.3 1.1 -2.2
0.4 0.4 2.6
1.7 1.9 -0.2

The value obtained for the frontier orbital gap is 6.36 eV. For the energy above the lowest of the compared OMol25 structures with the same formula, charge and spin, the calculation gives 13.179 eV.

=====

Density functional theory data (ωB97M-V/def2-TZVPD) for a gas-phase ion, C4H3F4O4 (charge -1) in a non-equilibrium geometry.

Last column: Löwdin charge in e.
Geometry (Å):
1 F -1.1848 -1.4070 -0.4503  0.082
2 F -0.1426 -0.5927 -2.6724  0.086
3 F 1.5695 -1.6406 -2.0322  0.058
4 F 0.7614 -1.8635 0.3007  0.102
5 O 1.0601 1.2243 0.3934  0.016
6 O -1.0597 1.1897 -0.4090  0.046
7 O 0.1719 0.8308 2.7402  -0.025
8 O -1.9568 0.3231 2.0280  0.021
9 C 0.7390 -0.6250 -1.6798  -0.333
10 C -0.7699 0.5555 1.9946  -0.640
11 C 0.0722 -0.8958 -0.3273  -0.358
12 C -0.1398 0.6385 0.4640  -0.453
13 H 1.2738 0.4044 -1.5661  0.180
14 H 1.4371 1.1471 1.3280  0.136
15 H -1.8315 0.7113 -0.1119  0.084

Atomic forces in eV per Å
-0.3 -0.3 -0.6
-1.1 0.5 -0.8
0.8 0.0 0.3
0.7 0.0 0.7
1.8 1.0 1.3
0.5 0.8 -0.3
0.0 -0.1 2.1
-1.4 -0.3 0.8
0.8 1.6 0.6
2.7 0.4 -3.3
-1.1 1.8 1.5
-0.7 -3.8 -0.7
-0.5 -2.0 -0.6
-1.0 0.3 -1.0
-1.1 0.1 0.1

The value obtained for the frontier orbital gap is 8.37 eV. Its net charge is -1.

=====

Density functional theory data (ωB97M-V/def2-TZVPD) for a single C3H6O4S molecule in a non-equilibrium geometry.

Last column: Löwdin charge in e.
Geometry (Å):
1 S 0.7113 -1.6866 -1.3330  0.700
2 O 1.6919 -2.7093 -1.1350  -0.217
3 O 1.1501 -0.4552 -0.3656  -0.133
4 O 0.3032 -1.3581 -2.6455  -0.197
5 O -0.4751 -1.7876 -0.1669  -0.115
6 C -0.8930 0.5622 0.3952  -0.176
7 C 0.0349 -0.6528 0.4688  -0.465
8 C -0.1736 1.8577 0.6576  -0.088
9 H 0.6298 2.0800 -0.1522  0.129
10 H -0.7097 2.6724 0.9842  0.045
11 H 0.4190 -0.9602 1.4384  0.165
12 H -1.8222 0.4072 1.0235  0.144
13 H 0.2798 1.5825 1.5715  0.060
14 H -1.1463 0.4478 -0.7410  0.148

Atomic forces in eV per Å
1.5 -1.0 2.1
-0.9 0.3 -0.4
0.6 0.3 -1.7
-0.5 0.4 0.4
-0.2 -0.9 -2.0
-1.6 -1.2 -2.7
-0.2 1.1 1.7
2.5 -1.8 -1.3
-1.5 -0.2 1.6
-1.8 1.9 -0.2
-0.2 0.3 0.4
1.1 0.1 -0.8
1.6 0.2 1.2
-0.4 0.6 1.9

The value obtained for the frontier orbital gap is 12.07 eV. For the energy above the lowest of the compared OMol25 structures with the same formula, charge and spin, the calculation gives 1.815 eV.